11
Properties=species:S:1:pos:R:3:forces:R:3:lowdin_charge:R:1 method="wB97M-V/def2-TZVPD" relative_energy_kcal_mol=151.1 homo_energy_ev=-8.9
C -2.137 0.119 0.313 1.5 0.8 1.0 -0.4788
C 1.041 -0.436 -0.458 0.7 -1.4 1.8 -0.1940
N 1.284 0.223 0.889 1.3 1.9 -3.8 -0.1469
N -1.472 -0.002 -0.767 -0.5 -0.6 -1.4 -0.0989
O 0.379 -0.084 1.804 -2.1 -0.7 1.5 -0.4877
O -0.071 0.098 -1.157 -0.4 0.3 0.1 -0.1090
S -1.397 0.424 1.751 0.8 -0.6 0.3 0.9506
H 1.161 -1.608 -0.292 -1.3 2.3 -0.1 0.1618
H 1.817 -0.258 -1.229 0.0 0.5 1.0 0.1263
H -1.950 0.232 -1.620 0.1 -0.5 -0.5 0.1272
H 1.345 1.290 0.767 -0.1 -1.9 0.1 0.1493

***

92
Properties=species:S:1:pos:R:3:forces:R:3:mulliken_spin:R:1 method="wB97M-V/def2-TZVPD" relative_energy_kcal_mol=0.0 s2=0.7536 spin_multiplicity=2 homo_energy_ev="-7.0 / -7.0"
Cu -0.674 -0.640 0.773 -0.1 -0.4 0.4 0.6747
C 4.461 0.970 0.724 0.2 -0.5 0.4 0.0089
C 4.274 0.089 1.785 0.0 0.3 -0.3 -0.0052
C 3.225 -0.807 1.762 -0.2 -0.5 0.7 0.0156
C 2.327 -0.834 0.699 0.1 0.4 -0.3 -0.0092
C 2.560 0.019 -0.382 0.0 -0.2 0.2 0.0019
C 3.636 0.886 -0.374 0.0 0.3 -0.4 -0.0073
N 1.120 -1.549 0.760 -0.5 -0.1 0.0 0.0950
C 1.031 -2.825 1.080 0.0 -0.3 0.1 -0.0001
C 2.146 -3.747 1.068 0.0 0.8 -0.3 0.0079
C 1.979 -5.035 1.400 -0.4 -1.1 0.5 -0.0002
C 0.716 -5.556 1.839 0.3 -0.1 -0.4 0.0018
C -0.371 -4.752 1.799 0.0 -0.4 0.3 0.0060
C -0.260 -3.399 1.444 -0.2 1.4 -0.3 0.0141
N -1.272 -2.474 1.467 0.2 -0.9 0.3 0.0714
N -2.459 -2.700 1.923 1.0 0.7 -0.8 -0.0057
C -3.204 -1.494 1.835 -0.1 -0.3 0.4 0.0111
C -4.522 -1.469 2.331 1.0 0.9 -0.9 -0.0002
C -5.169 -0.248 2.220 -1.1 -0.8 0.9 -0.0014
C -4.567 0.884 1.706 0.1 -0.3 -0.2 0.0015
C -3.292 0.759 1.246 0.9 -0.7 -0.1 -0.0044
N -2.619 -0.403 1.318 -0.5 0.4 -0.2 0.0676
H 5.269 1.674 0.745 0.3 0.3 0.0 0.0005
H 4.941 0.125 2.630 0.1 0.0 0.2 0.0001
H 3.052 -1.463 2.621 0.0 0.2 -0.3 0.0002
H 1.878 0.012 -1.211 -0.2 0.0 -0.2 0.0048
H 3.845 1.520 -1.232 -0.2 0.0 0.1 0.0000
H 3.115 -3.402 0.741 0.0 0.2 0.0 -0.0008
H 2.805 -5.734 1.322 0.1 0.2 0.1 0.0000
H 0.630 -6.598 2.129 0.0 0.1 -0.1 0.0001
H -1.330 -5.148 2.052 -0.6 0.0 0.2 -0.0008
H -4.957 -2.378 2.705 -0.2 0.0 0.2 0.0001
H -6.193 -0.194 2.584 0.1 0.1 -0.1 -0.0004
H -5.058 1.822 1.589 -0.5 0.4 0.1 0.0003
H -2.748 1.566 0.786 0.1 0.2 0.0 -0.0019
C 3.783 5.715 3.866 -0.4 0.0 0.2 -0.0001
C 2.821 4.602 3.489 -0.3 -0.2 -0.1 -0.0005
C 2.503 3.512 4.289 0.2 0.1 0.2 0.0002
C 1.661 2.461 3.896 0.6 0.6 0.2 0.0004
C 1.505 1.374 4.902 -0.4 -0.7 0.6 -0.0002
C 1.088 2.498 2.624 -0.6 -0.3 -0.4 0.0037
C 1.346 3.607 1.806 0.3 0.1 -0.3 0.0017
C 0.811 3.760 0.402 0.4 -0.4 0.1 0.0010
C 2.196 4.614 2.253 -0.2 0.0 -0.1 0.0007
C 0.215 1.338 2.162 0.5 0.2 -0.3 -0.0072
O -0.089 0.450 2.951 -0.2 -0.4 0.5 0.0041
O -0.131 1.260 0.911 0.2 0.1 0.1 0.0705
H 3.881 5.853 4.950 -0.1 -0.2 -0.2 0.0000
H 3.458 6.674 3.442 0.0 -0.2 0.1 0.0000
H 4.772 5.527 3.459 0.2 -0.1 0.0 0.0000
H 2.919 3.454 5.285 0.1 0.0 0.1 0.0003
H 2.086 1.608 5.797 0.0 0.0 -0.1 0.0000
H 1.835 0.401 4.534 0.1 0.1 -0.2 0.0001
H 0.467 1.193 5.209 0.2 0.2 -0.2 -0.0002
H -0.273 3.822 0.407 -0.2 0.0 -0.1 0.0000
H 1.108 2.891 -0.198 -0.2 0.3 0.1 -0.0005
H 1.241 4.658 -0.034 -0.1 0.1 -0.1 0.0002
H 2.345 5.457 1.601 0.2 0.2 -0.2 0.0002
C 2.564 -0.525 -4.749 -0.2 -0.5 0.5 -0.0001
C 2.258 -1.735 -4.121 -0.2 0.5 -0.2 -0.0002
C 1.146 -1.814 -3.316 -0.2 -0.2 0.5 0.0003
C 0.330 -0.698 -3.109 -0.4 0.1 0.2 0.0022
C 0.646 0.504 -3.724 0.1 0.0 -0.1 -0.0001
C 1.774 0.583 -4.537 -0.3 0.1 0.2 0.0000
P -1.096 -0.853 -1.949 -0.1 -0.3 -0.3 -0.0206
C -1.972 -2.264 -2.774 -0.1 0.5 0.3 0.0034
C -2.029 -2.365 -4.164 -0.4 -0.4 0.1 0.0003
C -2.703 -3.433 -4.753 0.3 0.3 0.1 0.0000
C -3.300 -4.412 -3.977 0.1 0.0 0.2 0.0000
C -3.270 -4.294 -2.592 0.0 -0.6 -0.1 -0.0005
C -2.615 -3.227 -1.996 -0.1 0.1 0.2 0.0001
C -2.100 0.625 -2.351 -0.2 0.0 0.0 0.0028
C -1.716 1.842 -1.778 -0.4 0.0 -0.1 -0.0094
C -2.452 2.997 -2.033 0.3 -0.2 -0.1 -0.0006
C -3.540 2.973 -2.898 0.2 -0.3 0.4 0.0002
C -3.940 1.761 -3.445 -0.1 0.2 -0.1 0.0000
C -3.239 0.596 -3.156 0.0 -0.1 -0.3 0.0000
H 3.430 -0.466 -5.365 0.5 0.1 -0.4 0.0000
H 2.870 -2.607 -4.263 0.2 -0.2 -0.1 0.0000
H 0.910 -2.755 -2.820 0.0 0.2 -0.1 0.0004
H 0.024 1.386 -3.587 0.1 -0.2 0.0 -0.0001
H 2.011 1.526 -4.992 0.1 0.2 -0.2 0.0000
H -1.575 -1.607 -4.789 0.1 0.0 0.0 0.0001
H -2.734 -3.506 -5.825 0.0 0.0 -0.3 0.0000
H -3.759 -5.276 -4.447 0.0 0.1 0.1 0.0000
H -3.705 -5.088 -1.981 0.0 0.4 -0.1 0.0000
H -2.624 -3.164 -0.911 0.2 0.1 -0.1 -0.0017
H -0.868 1.881 -1.110 0.1 0.0 0.1 0.0033
H -2.137 3.921 -1.573 0.0 0.2 0.0 -0.0002
H -4.081 3.886 -3.088 -0.1 0.1 -0.1 0.0000
H -4.794 1.745 -4.121 0.1 -0.2 0.2 0.0000
H -3.581 -0.340 -3.592 0.1 0.1 0.1 0.0000

***

23
Properties=species:S:1:pos:R:3:forces:R:3:lowdin_charge:R:1 method="wB97M-V/def2-TZVPD" total_charge=+1 relative_energy_kcal_mol=29.0 homo_energy_ev=-14.2
C 0.414 -0.636 -0.898 0.6 0.5 1.6 -0.0447
C -0.044 0.009 0.448 -0.5 0.9 -4.1 -0.3480
C 1.096 0.821 1.004 -1.2 0.9 2.4 -0.0578
N -1.208 1.015 0.108 0.8 -0.4 1.6 0.1810
H -0.260 -1.443 -1.177 0.4 -0.2 -0.3 0.0880
H 0.663 0.041 -1.710 -0.6 0.4 -0.1 0.0928
H 1.422 -0.908 -0.579 -0.2 -1.3 -0.6 0.0549
H -0.677 -0.722 0.919 1.2 -0.4 1.1 0.1203
H 1.913 0.284 1.479 0.0 -0.3 -0.5 0.1035
H 0.642 1.379 1.834 0.4 -0.1 0.2 0.0683
H 1.428 1.643 0.375 0.3 -0.6 -0.8 0.1018
H -1.824 0.952 0.923 -0.4 -0.4 -0.4 0.1316
H -0.886 1.972 0.242 0.2 0.1 -1.1 0.1538
H -1.625 0.739 -0.810 -0.3 1.0 0.4 0.0833
H 3.328 -3.058 -1.231 0.2 -0.2 0.1 0.0425
H 4.142 -1.909 -0.583 0.2 -0.2 0.0 0.0405
O 3.413 -2.105 -1.174 -0.3 0.4 -0.1 -0.0501
H -1.393 0.757 3.635 0.1 0.0 0.1 0.0806
H -1.479 -0.569 2.901 0.1 -0.1 0.2 0.0723
O -1.035 0.287 2.871 -0.8 0.1 0.4 -0.0504
H -3.212 1.216 -2.565 -0.1 0.1 0.1 0.0818
H -2.179 0.181 -2.989 0.1 -0.1 0.0 0.0801
O -2.467 0.706 -2.234 0.0 -0.2 -0.4 -0.0262

***

34
Properties=species:S:1:pos:R:3:forces:R:3:mulliken_spin:R:1 method="wB97M-V/def2-TZVPD" total_charge=+1 s2=6.0501 spin_multiplicity=5 homo_energy_ev="-13.1 / -13.1"
Pd 0.765 -0.416 -0.618 -0.1 -0.8 -0.2 1.4199
O -2.701 0.903 -1.874 -0.1 0.0 0.0 0.1212
S -1.457 0.435 -1.410 0.5 0.2 -0.1 -0.0603
O -0.999 1.207 -0.141 -0.5 0.3 -0.1 0.6881
O -1.342 -0.985 -0.955 0.2 0.2 0.0 0.2438
O -0.256 0.640 -2.298 -0.1 0.0 0.3 0.2897
C 4.903 -4.190 -5.437 0.0 0.1 0.0 -0.0002
C 4.442 -3.707 -4.093 0.1 0.0 -0.1 0.0029
C 5.276 -3.837 -2.984 0.0 0.0 0.1 -0.0001
C 4.867 -3.429 -1.728 -0.1 0.1 -0.1 -0.0020
C 3.592 -2.880 -1.591 0.2 -0.1 -0.2 0.0130
C 2.734 -2.747 -2.683 0.0 0.0 0.0 0.0179
C 3.170 -3.156 -3.925 0.0 0.0 0.0 -0.0009
S 3.104 -2.382 -0.026 -0.1 0.5 0.3 -0.0338
O 4.047 -2.752 0.971 0.0 0.1 0.0 0.0063
O 1.677 -2.583 0.191 0.0 -0.4 0.0 0.1361
N 2.926 -0.678 -0.151 0.2 -0.3 -0.1 0.6457
C 2.889 0.104 0.962 -0.4 -0.2 -0.4 -0.0135
C 3.877 0.326 1.911 0.0 0.2 0.3 0.1624
C 3.608 1.303 2.873 0.1 -0.2 -0.1 -0.0687
C 2.392 1.955 2.861 -0.2 0.1 0.0 0.1658
C 1.411 1.616 1.906 0.0 -0.1 0.2 0.0231
N 1.661 0.712 0.992 0.5 0.4 0.2 0.2331
H 5.981 -4.080 -5.540 0.0 0.0 0.0 0.0001
H 4.418 -3.650 -6.247 0.0 0.0 0.0 0.0000
H 4.659 -5.249 -5.547 0.0 0.0 0.0 0.0004
H 6.262 -4.265 -3.105 0.0 0.0 0.0 -0.0002
H 5.516 -3.535 -0.871 0.0 0.0 0.0 -0.0001
H 1.730 -2.355 -2.580 0.0 0.0 0.1 -0.0148
H 2.510 -3.057 -4.777 0.0 0.0 0.0 -0.0002
H 4.813 -0.210 1.863 0.0 0.0 0.0 0.0049
H 4.351 1.544 3.621 0.0 0.0 0.0 0.0001
H 2.160 2.716 3.592 0.0 0.0 0.0 0.0045
H 0.423 2.059 1.924 0.0 0.0 -0.1 0.0157

***

19
Properties=species:S:1:pos:R:3:forces:R:3:lowdin_charge:R:1 method="wB97M-V/def2-TZVPD" relative_energy_kcal_mol=10.1 smiles=NC(N)(O)O.CC homo_energy_ev=-10.1
N 1.913 1.427 -1.788 0.1 0.1 0.0 0.1115
C 1.197 0.190 -1.694 0.1 0.0 0.0 -0.7943
N 2.125 -0.900 -1.632 0.1 -0.1 0.1 0.1110
O 0.367 0.057 -2.817 -0.2 0.0 -0.4 0.0209
O 0.404 0.178 -0.537 0.0 -0.4 0.4 0.0098
H 2.718 1.300 -2.389 -0.1 0.0 -0.1 0.0863
H 1.315 2.129 -2.211 0.1 -0.1 0.0 0.0890
H 1.661 -1.717 -1.246 0.1 0.1 0.0 0.0904
H 2.881 -0.652 -1.004 -0.1 -0.1 0.1 0.0882
H 0.087 -0.862 -2.911 0.0 0.1 0.1 0.0994
H -0.126 0.976 -0.489 -0.1 0.2 -0.1 0.0957
C -1.756 -0.903 1.928 -0.1 0.1 0.1 -0.1715
C -1.878 0.370 2.753 0.1 -0.1 -0.2 -0.1714
H -0.855 -0.883 1.323 0.1 -0.1 -0.1 0.0357
H -1.724 -1.778 2.579 0.0 -0.1 -0.1 0.0617
H -2.612 -1.011 1.261 0.0 -0.1 0.0 0.0638
H -2.786 0.355 3.345 -0.2 0.1 0.1 0.0571
H -1.900 1.248 2.109 0.0 0.1 0.0 0.0565
H -1.031 0.475 3.424 0.1 0.1 0.1 0.0602

***

25
Properties=species:S:1:pos:R:3:forces:R:3:mulliken_spin:R:1 method="wB97M-V/def2-TZVPD" total_charge=+1 relative_energy_kcal_mol=42.5 s2=0.7544 spin_multiplicity=2 homo_energy_ev="-14.5 / -14.5"
C -1.926 -0.022 -1.567 -1.8 1.1 -3.0 0.1387
C -1.569 -0.032 -0.131 0.5 -1.5 4.3 -0.0083
C -0.573 -1.195 0.120 -1.0 -2.6 -2.0 -0.0078
C 0.151 -1.370 1.408 -0.7 0.3 3.4 0.0119
N -0.984 1.242 0.359 0.1 -0.8 -4.4 0.8067
H -2.585 0.839 -1.786 0.4 -0.2 -0.1 -0.0033
H -1.111 -0.032 -2.297 0.3 0.3 0.6 -0.0030
H -2.556 -0.881 -1.919 0.5 0.3 1.2 0.0119
H -2.516 -0.109 0.483 0.7 -0.2 -0.6 0.0424
H -1.214 -2.177 -0.089 1.3 2.1 0.2 0.0007
H 0.181 -1.141 -0.698 -0.5 -0.1 0.2 -0.0018
H 0.779 -0.509 1.669 0.0 -0.2 -0.2 -0.0009
H -0.605 -1.413 2.271 0.9 0.1 -1.1 -0.0001
H 0.793 -2.260 1.635 -0.7 0.5 -1.2 -0.0006
H -1.495 2.062 0.030 -0.6 0.5 1.0 -0.0040
H -0.038 1.340 -0.045 0.4 -0.1 1.3 -0.0101
H 2.556 1.022 -1.948 -0.3 0.1 0.5 -0.0001
H 1.561 1.926 -1.175 0.0 -0.1 0.0 0.0067
O 2.344 1.939 -1.720 0.2 0.4 -0.4 0.0021
H 3.208 -0.876 -2.254 0.8 -0.6 0.3 0.0000
H 3.168 -1.127 -0.637 0.8 -0.1 -0.5 0.0000
O 2.726 -0.819 -1.429 -1.5 0.4 0.0 -0.0001
H -0.167 1.160 2.480 0.1 -0.1 -0.3 -0.0039
H -0.378 1.440 3.912 0.3 0.0 0.5 -0.0019
O 0.250 0.996 3.327 -0.5 0.4 0.1 0.0249

***

Number 1: E -20042.9300 eV, maximum force 4.4 eV/Å. Number 2: E -111282.9766 eV, maximum force 1.7 eV/Å. Number 3: E -10996.6057 eV, maximum force 4.2 eV/Å. Number 4: E -53025.0967 eV, maximum force 0.8 eV/Å. Number 5: E -10381.1099 eV, maximum force 0.6 eV/Å. Number 6: E -12046.0114 eV, maximum force 4.6 eV/Å.